314
Properties=species:S:1:pos:R:3 method="wB97M-V/def2-TZVPD" energy_ha=-4673.85568 max_force_ev_per_a=4.4 orbital_gap_ev=7.28 e_homo_ev=-7.91 lumo_energy_ev=-0.63 total_charge=0 e_above_lowest_kcal_mol=55.0
C 2.95 -4.04 3.58
C 2.06 -5.08 3.67
C 1.41 -5.22 4.90
C 1.56 -4.27 5.88
C 2.33 -3.16 5.74
C 3.18 -3.17 4.65
N 0.84 -4.60 7.15
O 0.18 -5.64 7.19
O 0.87 -3.79 8.07
H 3.49 -3.94 2.65
H 1.88 -5.74 2.85
H 0.75 -6.07 5.05
H 2.39 -2.52 6.59
H 3.76 -2.34 4.41
C 1.45 -5.12 0.01
C 0.95 -3.95 0.60
C -0.11 -4.08 1.49
C -0.72 -5.29 1.70
C -0.24 -6.40 1.07
C 0.84 -6.34 0.20
N -1.88 -5.44 2.59
O -2.33 -4.43 3.13
O -2.40 -6.54 2.65
H 2.38 -5.01 -0.50
H 1.46 -2.96 0.46
H -0.55 -3.23 2.00
H -0.81 -7.32 1.14
H 1.21 -7.31 -0.25
C 3.23 6.79 -2.65
C 1.69 6.83 -2.46
N 1.34 6.54 -1.04
C 1.21 7.78 -0.23
C -0.05 8.72 -0.55
C 0.11 5.67 -0.99
C 0.45 4.26 -1.37
H 3.59 5.86 -2.25
H 3.59 7.58 -2.02
H 3.58 7.04 -3.67
H 1.33 7.82 -2.79
H 1.25 6.07 -3.16
H 1.17 7.35 0.79
H 2.13 8.47 -0.28
H 0.05 9.66 0.08
H -0.08 9.00 -1.59
H -0.99 8.22 -0.28
H -0.65 6.09 -1.63
H -0.16 5.76 0.14
H 1.17 3.68 -0.78
H 0.88 4.21 -2.37
H -0.49 3.63 -1.36
C 5.01 -1.10 2.15
C 5.76 -2.38 1.65
N 5.05 -3.07 0.56
C 4.96 -2.21 -0.63
C 3.97 -2.73 -1.66
C 5.71 -4.35 0.25
C 5.33 -5.42 1.25
H 3.96 -1.38 2.25
H 5.04 -0.38 1.38
H 5.43 -0.61 3.04
H 6.78 -2.16 1.35
H 5.86 -3.04 2.53
H 4.59 -1.22 -0.36
H 5.98 -2.16 -1.03
H 4.37 -3.66 -2.03
H 2.94 -2.86 -1.27
H 3.92 -2.03 -2.47
H 6.82 -4.24 0.22
H 5.53 -4.55 -0.80
H 5.73 -6.42 1.21
H 4.25 -5.42 1.32
H 5.56 -5.04 2.26
C -3.57 -4.02 0.02
C -4.78 -4.44 0.91
N -5.85 -3.46 1.06
C -5.39 -2.33 1.90
C -5.36 -2.80 3.36
C -6.51 -3.12 -0.19
C -8.02 -2.95 0.09
H -3.91 -3.95 -1.00
H -2.75 -4.81 -0.01
H -3.20 -3.03 0.29
H -5.22 -5.32 0.47
H -4.49 -4.72 1.85
H -4.43 -1.91 1.62
H -6.13 -1.50 1.75
H -5.50 -1.91 4.01
H -6.19 -3.48 3.39
H -4.41 -3.22 3.52
H -6.44 -3.87 -0.97
H -6.06 -2.25 -0.67
H -8.51 -2.59 -0.82
H -8.29 -2.33 0.96
H -8.48 -3.99 0.22
C -4.68 -2.30 7.69
C -5.51 -1.92 8.92
N -5.34 -2.79 10.06
C -5.77 -4.19 9.86
C -7.24 -4.32 9.49
C -3.92 -2.78 10.62
C -3.91 -2.80 12.16
H -4.95 -1.57 6.88
H -4.91 -3.25 7.23
H -3.60 -2.23 7.79
H -5.14 -0.91 9.20
H -6.55 -1.99 8.67
H -5.20 -4.67 9.08
H -5.51 -4.70 10.76
H -7.93 -3.87 10.21
H -7.48 -3.93 8.44
H -7.41 -5.40 9.51
H -3.54 -1.80 10.25
H -3.27 -3.61 10.14
H -4.51 -3.66 12.52
H -4.14 -1.83 12.48
H -3.00 -2.98 12.68
C 4.11 4.09 2.02
C 4.45 4.68 0.65
N 5.90 4.89 0.56
C 6.34 5.75 -0.47
C 6.18 7.24 -0.27
C 6.65 3.67 0.46
C 7.82 3.71 1.38
H 4.65 4.66 2.76
H 4.41 3.06 2.07
H 3.02 4.13 2.18
H 4.09 4.09 -0.23
H 3.97 5.66 0.55
H 7.38 5.54 -0.68
H 5.87 5.50 -1.47
H 6.48 7.67 -1.23
H 5.22 7.54 0.10
H 6.81 7.63 0.60
H 6.97 3.39 -0.55
H 5.94 2.85 0.78
H 8.14 2.65 1.44
H 7.49 4.13 2.32
H 8.60 4.32 1.03
C 1.60 3.39 -4.93
C 3.13 3.42 -4.95
N 3.80 2.12 -5.07
C 5.23 2.19 -5.39
C 5.81 0.99 -6.09
C 3.57 1.22 -3.97
C 3.89 1.75 -2.53
H 1.24 3.11 -3.92
H 1.21 2.64 -5.66
H 1.16 4.31 -5.18
H 3.37 3.88 -5.91
H 3.64 4.06 -4.11
H 5.43 3.03 -6.00
H 5.83 2.47 -4.49
H 5.10 0.63 -6.81
H 6.69 1.24 -6.66
H 6.17 0.17 -5.48
H 4.09 0.30 -4.13
H 2.54 0.90 -3.95
H 3.07 2.42 -2.16
H 4.86 2.31 -2.69
H 4.13 0.95 -1.80
C -5.00 -4.11 -4.29
C -3.94 -3.02 -4.48
N -4.40 -1.87 -5.14
C -4.04 -1.72 -6.54
C -5.11 -1.01 -7.29
C -4.15 -0.62 -4.35
C -4.95 -0.65 -3.06
H -4.65 -4.82 -3.61
H -5.17 -4.55 -5.22
H -5.99 -3.72 -3.91
H -3.46 -2.72 -3.54
H -3.10 -3.42 -5.11
H -3.07 -1.22 -6.62
H -3.99 -2.75 -6.97
H -5.30 0.03 -6.89
H -4.81 -0.76 -8.33
H -5.98 -1.61 -7.25
H -4.48 0.21 -4.90
H -3.06 -0.61 -4.23
H -4.66 0.09 -2.37
H -4.68 -1.56 -2.50
H -5.97 -0.59 -3.47
C -1.09 3.06 2.73
C -0.73 2.22 4.02
N -0.63 0.85 3.58
C 0.61 0.60 2.87
C 1.89 0.52 3.81
C -0.96 -0.04 4.66
C -1.03 -1.51 4.35
H -1.73 3.93 2.96
H -1.65 2.41 2.01
H -0.20 3.35 2.19
H 0.20 2.57 4.53
H -1.56 2.29 4.65
H 0.39 -0.30 2.27
H 0.75 1.46 2.25
H 1.86 -0.50 4.25
H 2.80 0.69 3.27
H 1.91 1.22 4.61
H -1.84 0.27 5.22
H -0.16 -0.04 5.48
H -1.82 -1.79 3.63
H -1.13 -2.15 5.26
H -0.04 -1.86 3.91
C 0.14 -0.62 -5.07
C 0.82 -1.44 -6.20
N 1.01 -2.84 -6.00
C 2.19 -3.30 -6.80
C 3.47 -2.99 -6.03
C -0.17 -3.69 -6.31
C -0.01 -5.06 -5.65
H 0.72 -0.69 -4.15
H -0.93 -0.96 -4.96
H 0.20 0.40 -5.39
H 0.30 -1.23 -7.17
H 1.79 -0.92 -6.28
H 2.19 -4.36 -7.00
H 2.09 -2.87 -7.80
H 3.63 -1.93 -5.83
H 3.55 -3.50 -5.09
H 4.39 -3.30 -6.59
H -0.40 -3.79 -7.36
H -1.02 -3.17 -5.82
H 0.22 -5.01 -4.58
H 0.86 -5.59 -6.07
H -0.93 -5.69 -5.84
C 7.79 -2.27 -4.00
C 8.91 -1.21 -3.75
N 8.42 0.15 -3.82
C 9.57 1.12 -3.86
C 9.21 2.59 -3.98
C 7.39 0.39 -2.82
C 7.89 0.34 -1.38
H 8.15 -3.23 -4.13
H 7.16 -1.98 -4.88
H 7.06 -2.50 -3.13
H 9.40 -1.47 -2.72
H 9.67 -1.36 -4.52
H 10.23 1.13 -2.95
H 10.17 0.83 -4.77
H 8.52 2.73 -4.84
H 8.85 3.09 -3.05
H 10.16 3.10 -4.29
H 6.60 -0.33 -2.96
H 6.94 1.36 -3.09
H 8.17 -0.71 -1.05
H 7.16 0.82 -0.70
H 8.82 0.90 -1.34
C -4.39 1.36 3.04
C -5.26 2.33 3.93
N -6.48 2.78 3.44
C -7.24 1.68 2.83
C -7.58 0.53 3.74
C -7.26 3.50 4.45
C -7.31 5.03 4.11
H -4.81 0.37 2.86
H -3.43 1.22 3.49
H -4.30 1.71 2.02
H -5.31 1.76 4.90
H -4.61 3.20 4.16
H -8.15 2.18 2.45
H -6.66 1.32 1.93
H -6.67 -0.15 3.89
H -7.93 0.89 4.67
H -8.38 -0.12 3.34
H -6.86 3.29 5.42
H -8.30 3.18 4.50
H -7.87 5.66 4.78
H -7.74 5.10 3.15
H -6.32 5.45 4.12
C -2.42 -0.36 0.68
C -1.27 0.14 -0.21
N -0.49 -0.88 -0.87
C -1.16 -1.56 -1.91
C -0.45 -2.80 -2.42
C 0.75 -0.27 -1.43
C 1.77 0.12 -0.32
H -2.94 0.53 1.13
H -2.07 -1.16 1.34
H -3.13 -0.78 -0.01
H -1.75 0.84 -0.82
H -0.66 0.68 0.52
H -2.14 -1.87 -1.59
H -1.29 -0.87 -2.79
H -0.33 -3.65 -1.65
H -1.04 -3.22 -3.19
H 0.48 -2.62 -2.93
H 0.52 0.64 -2.00
H 1.29 -1.04 -2.03
H 2.83 0.03 -0.72
H 1.65 -0.56 0.52
H 1.66 1.19 0.00
C -6.71 2.94 -2.03
C -5.70 4.02 -1.69
N -4.29 3.78 -2.13
C -4.20 4.08 -3.54
C -2.96 3.33 -4.11
C -3.51 4.79 -1.40
C -3.19 4.30 -0.01
H -6.28 1.98 -1.73
H -6.83 2.85 -3.07
H -7.62 3.08 -1.51
H -6.04 4.98 -2.07
H -5.65 4.11 -0.62
H -5.10 3.61 -3.98
H -4.15 5.19 -3.73
H -2.01 3.84 -3.98
H -2.85 2.26 -3.86
H -3.00 3.28 -5.22
H -3.99 5.73 -1.26
H -2.56 4.98 -1.94
H -4.19 4.36 0.60
H -2.41 4.86 0.49
H -2.86 3.24 -0.11